Molecular formula: C3H8N2O2
Method: DFT, ωB97M-V/def2-TZVPD

The value obtained for the total energy is -10313.544 eV. As for the SMILES: OCC/N=C/NO. The value obtained for the relative energy (zero: lowest compared OMol25 entry of this formula, charge and spin) is 328.8 kJ/mol. As for the HOMO energy: -9.330 eV. The HOMO-LUMO gap is 10.21 eV. The value obtained for the LUMO energy is 0.9 eV.

Last columns: bonded neighbours and bond lengths (Å).
Element x y z (Å)
1 O 1.92 -1.38 0.17  C2 1.422, H8 0.987
2 C 2.05 -0.08 -0.40  O1 1.422, C3 1.521, H9 1.130, H10 1.126
3 C 0.90 0.83 0.00  C2 1.521, N4 1.499, H11 1.133, H12 1.107
4 N -0.38 0.12 -0.30  C3 1.499, C5 1.284
5 C -1.18 -0.01 0.70  N4 1.284, N6 1.368, H13 1.087
6 N -2.44 -0.50 0.48  C5 1.368, O7 1.422, H14 1.010
7 O -2.89 -0.46 -0.87  N6 1.422, H15 1.001
8 H 1.03 -1.65 -0.16  O1 0.987
9 H 2.14 -0.11 -1.53  C2 1.130
10 H 3.05 0.30 -0.03  C2 1.126
11 H 1.07 1.08 1.09  C3 1.133
12 H 0.91 1.80 -0.53  C3 1.107
13 H -0.90 0.14 1.74  C5 1.087
14 H -3.14 -0.03 1.03  N6 1.010
15 H -2.13 -0.06 -1.39  O7 1.001

Here is what natural (NBO) gives for the atomic charges, in e: O -0.71; C -0.08; C -0.26; N -0.57; C 0.25; N -0.30; O -0.56; H 0.47; H 0.16; H 0.18; H 0.17; H 0.21; H 0.18; H 0.37; H 0.49

---

Molecular formula: C3H8N2O2
Method: DFT, ωB97M-V/def2-TZVPD

The value obtained for the total energy is -10313.459 eV. As for the SMILES: CNNC(=O)OC. The value obtained for the relative energy (zero: lowest compared OMol25 entry of this formula, charge and spin) is 337.1 kJ/mol. As for the HOMO energy: -8.979 eV. The HOMO-LUMO gap is 9.86 eV. The value obtained for the LUMO energy is 0.9 eV.

Last columns: bonded neighbours and bond lengths (Å).
Element x y z (Å)
1 C 0.39 -0.10 -2.51  N2 1.462, H8 1.090, H9 1.097, H10 1.089
2 N 0.39 -1.19 -1.53  C1 1.462, N3 1.409, H11 1.019
3 N -0.22 -0.79 -0.32  N2 1.409, C4 1.327, H12 1.185
4 C 0.47 -0.44 0.75  N3 1.327, O5 1.192, O6 1.522
5 O 1.59 -0.16 1.04  C4 1.192
6 O -0.77 -0.26 1.62  C4 1.522, C7 1.427
7 C -0.77 0.92 2.42  O6 1.427, H13 1.094, H14 1.088, H15 1.092
8 H -0.65 0.14 -2.75  C1 1.090
9 H 0.90 0.80 -2.16  C1 1.097
10 H 0.88 -0.47 -3.41  C1 1.089
11 H 1.35 -1.46 -1.30  N2 1.019
12 H -1.25 -0.64 0.26  N3 1.185
13 H -0.93 1.81 1.80  C7 1.094
14 H -1.56 0.82 3.16  C7 1.088
15 H 0.19 1.02 2.93  C7 1.092

Here is what natural (NBO) gives for the atomic charges, in e: C -0.42; N -0.44; N -0.53; C 0.86; O -0.60; O -0.61; C -0.26; H 0.20; H 0.18; H 0.21; H 0.37; H 0.48; H 0.17; H 0.19; H 0.20